[1]
Here is a molecular structure, C15H11MoN3Te4 in a non-equilibrium geometry from the Open Molecules 2025 dataset. Energies are from wB97M-V/def2-TZVPD.

Output
Kohn-Sham gap (alpha / beta)   4.3867 / 4.6529 eV
Lowest unoccupied orbital energy (alpha / beta)   -8.30 / -8.07 eV
HOMO energy (alpha / beta)   -12.69 / -12.72 eV

```
! wB97M-V def2-TZVPD RIJCOSX def2/J DEFGRID3
* xyz 2 3
N -12.31667 0.34982 9.72578
C -6.83662 0.52436 6.20914
Mo -11.06671 0.57743 8.09357
Te -10.92505 2.30039 5.62861
H -13.40219 -2.35432 11.49734
C -9.16289 -3.12170 10.31748
H -6.45389 -1.28647 7.43473
Te -13.34894 1.37766 6.78336
C -14.74534 0.42643 9.84712
H -6.02175 0.25099 5.56866
H -8.68493 -4.02994 10.68330
C -8.31337 -0.26169 7.94063
C -13.50150 1.02104 9.56770
N -9.01208 0.88190 7.69284
H -7.19708 2.34843 5.17123
N -10.24706 -0.95691 9.07161
C -10.95113 -1.53914 10.10596
Te -13.79579 4.29337 7.36187
C -8.56607 1.95677 6.94002
C -14.67343 -0.76191 10.51653
H -13.41266 2.09680 9.52489
H -15.62106 0.84879 9.42792
C -10.41014 -2.68329 10.72403
Te -11.90061 5.20974 5.85694
H -15.61388 -1.18163 10.77207
H -7.33123 -2.62196 9.31684
C -8.96941 -1.23213 8.80537
C -7.52156 1.73653 6.00439
C -12.28954 -0.89794 10.30701
H -11.03764 -3.32512 11.35886
H -8.98023 2.91518 7.29487
C -7.09471 -0.36741 7.25626
C -13.45248 -1.40723 10.84204
C -8.40830 -2.38372 9.39189
*
```



[2]
Here is a single C15H11N3O4 molecule in a non-equilibrium geometry from the Open Molecules 2025 dataset. Energies are from wB97M-V/def2-TZVPD.

Output
Kohn-Sham gap   7.1358 eV
Lowest unoccupied orbital energy   -1.60 eV
Structure (SMILES)   O=C1N=C(Cc2cccn2-c2ccc(C(=O)O)cc2)C(=O)N1
ΔE to the lowest compared entry with this formula, charge and spin   0.9154 eV
HOMO energy   -8.73 eV

```
! wB97M-V def2-TZVPD RIJCOSX def2/J DEFGRID3
* xyz 0 1
H 0.91309 -3.72043 2.28866
C -1.77366 1.00636 1.19754
C 1.35483 -0.95607 -3.63075
O 1.22005 0.24266 -3.78038
N -0.16581 -0.99562 1.11939
C -0.48584 0.38528 1.30441
C -0.96062 3.11574 1.98904
N 1.94151 -1.91249 -4.47150
C -0.29987 -1.19961 -1.54516
H 1.15161 3.20840 2.58372
C 1.45102 -3.13690 -4.03880
H 1.54191 0.82849 2.03103
C -1.16809 4.52596 2.24819
C 0.21328 -3.01110 0.23329
C 0.69011 -1.72569 -2.62537
C 0.48654 -2.95280 1.65336
H -0.36332 -0.08560 -1.60861
H -2.85960 2.87234 1.12639
C -0.01596 -1.67477 -0.07995
C -1.99262 2.34572 1.52493
H 0.29642 -3.91482 -0.33404
N 0.74599 -3.01740 -2.81508
O -2.26550 5.03023 2.30588
C 0.23627 -1.76406 2.16016
H 0.43458 -1.45315 3.22650
O -0.08500 5.29333 2.39704
C 0.31257 2.54163 2.22649
H 1.91106 -1.79639 -5.46135
C 0.52656 1.18909 1.89861
O 1.53020 -4.17810 -4.71660
H -2.68698 0.39009 0.85212
H -1.18774 -1.59192 -1.72691
H -0.64698 6.11162 2.46774
*
```



| no. | E (eV) |
| --- | --- |
| 1 | -51214.1059 |
| 2 | -28392.3774 |